{"formula": "C3H8N3S", "method": "ωB97M-V/def2-TZVPD", "multiplicity": 1, "charge": 1, "e_tot_ha": -681.306157, "species": ["C", "C", "C", "N", "N", "N", "S", "H", "H", "H", "H", "H", "H", "H", "H"], "xyz": [[1.472, 0.070, -0.022], [-0.634, -0.970, -0.258], [-2.166, 0.985, 0.174], [-0.945, 0.564, -0.472], [0.796, -1.061, -0.184], [2.785, 0.128, 0.138], [0.466, 1.455, -0.027], [-1.119, -1.328, 0.659], [-1.032, -1.484, -1.135], [-2.157, 0.850, 1.262], [-2.327, 2.036, -0.058], [-2.986, 0.408, -0.254], [1.244, -1.967, -0.195], [3.355, -0.704, 0.151], [3.247, 1.019, 0.222]], "forces_ev_per_a": [[-0.132, -0.247, 0.165], [-1.297, 2.234, -0.384], [-0.261, 0.238, 0.374], [1.243, -2.613, -0.248], [0.533, 0.151, -0.070], [-0.173, 0.029, -0.075], [-0.085, 0.026, 0.113], [0.108, 0.059, -0.053], [0.112, -0.043, 0.165], [-0.003, 0.002, -0.006], [-0.150, -0.012, 0.038], [0.035, 0.078, -0.008], [0.061, 0.085, -0.008], [-0.024, 0.062, 0.010], [0.034, -0.049, -0.013]], "mulliken_charge": [0.628, -0.432, -0.875, -0.128, -0.151, -0.370, -0.019, 0.319, 0.317, 0.366, 0.342, 0.346, 0.222, 0.221, 0.214]}